Density functional theory data (ωB97M-V/def2-TZVPD) for an isolated molecule of C5H5ClO in a non-equilibrium geometry.

As for the HOMO energy: -8.636 eV. As for the LUMO energy: 0.898 eV. Its energy above the lowest of the compared OMol25 structures with the same formula, charge and spin is 0.0 kcal/mol. The SMILES is Cc1coc(Cl)c1. The frontier orbital gap comes out at 9.534 eV.

Geometry as ORCA input:
```
! RIJCOSX wB97M-V def2-TZVPD def2/J DEFGRID3
* xyz 0 1
Cl -1.560 2.963 -1.423
O -1.824 0.394 -0.708
C 0.149 -0.297 0.087
C 1.226 -1.100 0.755
C -0.925 1.458 -0.844
C -1.151 -0.586 -0.056
C 0.273 1.033 -0.351
H 0.816 -2.121 0.826
H -1.727 -1.460 0.140
H 1.364 -0.738 1.758
H 2.179 -1.110 0.249
H 1.181 1.566 -0.433
*
```



Density functional theory data (ωB97M-V/def2-TZVPD) for an isolated molecule of C5H5ClO2 in a non-equilibrium geometry.

As for the HOMO energy (spin up / spin down): -8.035 / -8.606 eV. As for the LUMO energy (spin up / spin down): -0.679 / 0.055 eV. Its energy above the lowest of the compared OMol25 structures with the same formula, charge and spin is 146.4 kcal/mol. The frontier orbital gap (spin up / spin down) comes out at 7.356 / 8.660 eV.

Geometry as ORCA input:
```
! RIJCOSX wB97M-V def2-TZVPD def2/J DEFGRID3
* xyz 0 1
Cl 3.022 -1.090 0.156
O 0.165 -3.177 -0.600
O -1.001 -1.241 -0.327
C -1.179 0.046 -0.119
C -0.342 1.041 0.083
C 0.363 -1.882 -0.224
C -0.029 2.323 0.449
C 1.355 -1.133 0.133
H -2.203 0.328 -0.056
H -0.803 2.964 0.010
H -0.069 2.491 1.640
H -0.316 -3.348 -1.400
H 1.038 2.678 0.256
*
```



Density functional theory data (ωB97M-V/def2-TZVPD) for an isolated molecule of C5H5ClO2S in a non-equilibrium geometry.

As for the HOMO energy (spin up / spin down): -7.804 / -8.674 eV. As for the LUMO energy (spin up / spin down): -1.548 / -0.603 eV. Its energy above the lowest of the compared OMol25 structures with the same formula, charge and spin is 54.1 kcal/mol. The frontier orbital gap (spin up / spin down) comes out at 6.256 / 8.071 eV.

Geometry as ORCA input:
```
! RIJCOSX wB97M-V def2-TZVPD def2/J DEFGRID3
* xyz 0 1
Cl -0.658 -1.126 -1.983
S 1.872 -0.219 0.986
O -1.916 0.937 -1.001
O -1.421 3.242 -1.202
C -0.957 2.210 -0.818
C -1.652 -0.269 -0.790
C 0.306 1.810 -0.178
C 1.169 -1.993 1.204
C 0.632 0.710 0.427
H 0.720 -2.429 0.277
H 1.036 2.722 -0.428
H 0.424 -2.374 1.909
H 2.062 -2.435 1.476
H -1.617 -0.785 0.122
*
```



Density functional theory data (ωB97M-V/def2-TZVPD) for an isolated molecule of C5H5ClS in a non-equilibrium geometry.

As for the HOMO energy: -8.850 eV. As for the LUMO energy: -1.001 eV. Its energy above the lowest of the compared OMol25 structures with the same formula, charge and spin is 21.5 kcal/mol. The SMILES is C=C(Cl)C(=C)C=S. The frontier orbital gap comes out at 7.850 eV.

Geometry as ORCA input:
```
! RIJCOSX wB97M-V def2-TZVPD def2/J DEFGRID3
* xyz 0 1
Cl 1.300 -1.313 -0.637
S -2.129 -0.721 0.319
C -0.018 1.030 -0.260
C -1.427 0.642 -0.274
C 1.598 0.322 1.448
C 0.960 0.059 0.322
C 0.410 2.273 -0.569
H 1.459 2.587 -0.549
H -2.114 1.333 -0.805
H 2.376 -0.352 1.861
H 1.361 1.245 1.978
H -0.254 3.088 -0.759
*
```



Density functional theory data (ωB97M-V/def2-TZVPD) for an isolated molecule of C5H5F3N2 in a non-equilibrium geometry.

As for the HOMO energy: -9.752 eV. As for the LUMO energy: 0.881 eV. Its energy above the lowest of the compared OMol25 structures with the same formula, charge and spin is 0.0 kcal/mol. The SMILES is FCC(F)(F)n1ccnc1. The frontier orbital gap comes out at 10.632 eV.

Geometry as ORCA input:
```
! RIJCOSX wB97M-V def2-TZVPD def2/J DEFGRID3
* xyz 0 1
F 1.392 -0.508 1.747
F 1.749 1.318 -0.327
F 1.216 -0.346 -1.829
N -2.335 -0.553 -0.212
N -0.246 0.207 -0.195
C 1.729 -0.859 0.489
C -1.109 1.303 0.221
C -1.110 -0.810 -0.460
C -2.332 0.788 0.291
C 1.084 0.059 -0.550
H 2.770 -0.609 0.472
H 1.641 -1.941 0.296
H -0.591 2.242 0.423
H -0.662 -1.704 -0.861
H -3.194 1.411 0.495
*
```



Density functional theory data (ωB97M-V/def2-TZVPD) for an isolated molecule of C5H5F3N2O in a non-equilibrium geometry.

As for the HOMO energy: -9.099 eV. As for the LUMO energy: 0.674 eV. Its energy above the lowest of the compared OMol25 structures with the same formula, charge and spin is 6.8 kcal/mol. The SMILES is OCc1nc[nH]c1C(F)(F)F. The frontier orbital gap comes out at 9.773 eV.

Geometry as ORCA input:
```
! RIJCOSX wB97M-V def2-TZVPD def2/J DEFGRID3
* xyz 0 1
F -0.255 1.029 3.584
F 1.354 -0.166 2.963
F -0.564 -1.119 3.043
O 0.913 -1.883 -1.406
N -0.488 0.560 -0.835
N -0.942 1.579 1.038
C -1.022 1.601 -0.302
C 0.030 0.018 2.720
C 0.568 -1.601 -0.102
C -0.066 -0.245 0.142
C -0.304 0.455 1.362
H -1.198 2.381 1.442
H 1.337 -1.862 0.604
H 0.551 -1.413 -2.115
H -0.075 -2.424 0.308
H -1.555 2.327 -0.842
*
```



Density functional theory data (ωB97M-V/def2-TZVPD) for an isolated molecule of C5H5F3N4O2 in a non-equilibrium geometry.

As for the HOMO energy (spin up / spin down): -8.583 / -8.582 eV. As for the LUMO energy (spin up / spin down): -0.402 / -0.403 eV. Its energy above the lowest of the compared OMol25 structures with the same formula, charge and spin is 23.7 kcal/mol. The frontier orbital gap (spin up / spin down) comes out at 8.181 / 8.179 eV.

Geometry as ORCA input:
```
! RIJCOSX wB97M-V def2-TZVPD def2/J DEFGRID3
* xyz 0 1
F 3.427 -0.235 0.374
F 2.724 0.922 -1.379
F 3.100 1.859 0.586
O -1.482 -0.287 -0.536
O -1.648 1.187 1.140
N -0.879 -2.404 0.210
N 1.301 -1.759 0.098
N 0.681 -0.655 0.368
N -1.924 1.006 -0.023
C -0.864 -0.988 0.381
C 2.645 0.757 0.004
C 0.392 -2.768 0.116
C -2.751 1.652 -0.790
C 1.175 0.562 0.341
H -3.082 2.729 -0.580
H -1.119 -0.684 1.365
H -2.825 1.396 -1.736
H 0.547 1.473 0.220
H 0.583 -3.764 -0.159
*
```



Density functional theory data (ωB97M-V/def2-TZVPD) for an isolated molecule of C5H5FO2 in a non-equilibrium geometry.

As for the HOMO energy: -8.293 eV. As for the LUMO energy: -1.665 eV. Its energy above the lowest of the compared OMol25 structures with the same formula, charge and spin is 82.7 kcal/mol. The frontier orbital gap comes out at 6.628 eV.

Geometry as ORCA input:
```
! RIJCOSX wB97M-V def2-TZVPD def2/J DEFGRID3
* xyz 0 1
F 1.714 1.599 -1.061
O 2.283 -1.252 0.633
O 0.352 1.294 1.542
C -0.767 0.613 1.334
C 2.155 -0.086 0.561
C -0.984 -0.161 0.249
C 1.304 0.529 -0.459
C 0.018 -0.131 -0.858
H 0.276 -1.147 -1.095
H 2.770 0.725 1.150
H -1.745 0.851 1.937
H -1.962 -0.566 0.095
H -0.349 0.250 -1.784
*
```



What did we get for electronic energy? Answer: -728.92329; -803.95394; -1202.19600; -1051.83021; -602.60644; -677.86227; -862.40786; -443.72251 Ha, in the order shown.